{"formula": "C4H4Cl2N3O2", "method": "wB97M-V/def2-TZVPD", "total_charge": 1, "lumo_energy_ev": -6.195, "max_force_ev_per_a": 3.04, "multiplicity": 1, "species": ["C", "C", "C", "C", "N", "N", "N", "O", "O", "Cl", "Cl", "H", "H", "H", "H"], "positions_angstrom": [[0.089, 0.856, -0.033], [0.430, -0.456, -0.141], [0.113, 1.021, -2.404], [-0.619, -1.213, 3.240], [-0.033, 1.634, -1.080], [0.301, -0.210, -2.483], [0.441, -1.637, -0.054], [0.597, -2.768, -0.160], [-0.695, -1.133, 2.070], [-0.035, 2.203, -3.607], [-0.326, 0.143, 4.330], [0.017, 1.463, 0.849], [-0.617, -2.026, 3.875], [0.180, 2.688, -1.000], [0.158, -0.564, -3.403]], "atomic_forces_ev_per_a": [[0.344, 1.217, -0.091], [-0.463, -1.716, 0.656], [-0.125, 0.483, 0.854], [0.581, 2.023, 0.309], [1.425, 0.840, -1.637], [-0.692, 0.996, 0.327], [0.683, 2.943, -0.358], [-0.121, -1.798, 0.087], [-0.573, 0.107, -0.078], [-0.122, 0.239, -0.530], [-0.095, 0.343, -0.367], [0.048, -0.663, 1.084], [-0.305, -2.441, 0.875], [-0.995, -2.169, -0.103], [0.407, -0.404, -1.028]]}



{"formula": "C4H4Cl2S", "method": "wB97M-V/def2-TZVPD", "smiles": "Cl/C=C\\S/C=C\\Cl", "total_charge": 0, "lumo_energy_ev": 0.842, "max_force_ev_per_a": 0.91, "multiplicity": 1, "species": ["Cl", "C", "C", "S", "C", "C", "Cl", "H", "H", "H", "H"], "positions_angstrom": [[-3.384, -0.140, -1.217], [-2.155, -1.285, -0.793], [-0.947, -0.923, -0.356], [-0.421, 0.742, -0.142], [1.203, 0.453, 0.446], [2.063, 1.425, 0.762], [1.687, 3.099, 0.653], [-2.449, -2.307, -0.895], [-0.240, -1.698, -0.124], [1.578, -0.578, 0.545], [3.066, 1.214, 1.121]], "atomic_forces_ev_per_a": [[0.156, -0.087, 0.060], [0.529, 0.700, 0.244], [-0.631, 0.200, -0.246], [-0.006, -0.341, 0.000], [0.760, -0.010, 0.143], [-0.173, -0.591, -0.010], [-0.091, 0.097, -0.029], [-0.080, -0.360, -0.071], [0.190, -0.172, 0.093], [-0.430, 0.530, -0.087], [-0.225, 0.032, -0.096]]}



{"formula": "C4H4Cl2Si", "method": "wB97M-V/def2-TZVPD", "smiles": "Cl[Si]1(Cl)C=CC=C1", "total_charge": 0, "lumo_energy_ev": -0.193, "max_force_ev_per_a": 3.46, "multiplicity": 1, "species": ["Cl", "Si", "Cl", "C", "C", "C", "C", "H", "H", "H", "H"], "positions_angstrom": [[3.361, -1.630, 0.022], [2.273, 0.095, -0.012], [3.464, 1.650, -0.077], [0.907, -0.035, -1.352], [-0.282, -0.263, -0.699], [-0.210, -0.023, 0.730], [0.993, 0.052, 1.339], [0.976, 0.176, -2.465], [-1.273, -0.290, -1.305], [-1.003, 0.152, 1.395], [1.063, 0.426, 2.350]], "atomic_forces_ev_per_a": [[0.367, -0.157, -0.118], [-2.458, -1.845, -0.217], [0.977, 1.378, -0.077], [-0.668, 0.291, -0.467], [0.059, 1.396, -3.165], [1.614, -0.507, 1.587], [0.150, 0.920, -0.803], [-0.115, -0.852, 1.523], [1.751, -0.190, 1.401], [-1.708, -0.045, 0.169], [0.031, -0.389, 0.166]]}



{"formula": "C4H4Cl3O3", "method": "wB97M-V/def2-TZVPD", "total_charge": 1, "lumo_energy_ev": -8.404, "max_force_ev_per_a": 3.36, "multiplicity": 1, "species": ["C", "C", "C", "C", "O", "O", "O", "Cl", "Cl", "Cl", "H", "H", "H", "H"], "positions_angstrom": [[-7.024, -2.178, -1.038], [6.635, 0.242, 1.018], [-7.411, 1.123, 0.174], [7.797, -0.060, -0.036], [-7.311, -2.663, -2.018], [6.439, -0.350, 2.023], [-6.664, -1.586, -0.133], [5.644, 1.481, 0.287], [-8.686, 1.869, 0.744], [8.665, 1.541, -0.287], [-7.081, 1.334, -0.856], [-6.769, 0.448, 0.857], [7.254, -0.340, -1.020], [8.511, -0.860, 0.283]], "atomic_forces_ev_per_a": [[0.268, -0.092, -1.090], [1.768, -1.343, -1.386], [1.828, -0.787, 0.837], [-0.985, 0.288, -0.358], [-0.963, -1.500, -1.927], [-0.166, 0.635, -0.304], [0.625, 1.545, 2.918], [-0.922, 0.334, 0.523], [-0.288, -0.023, 0.061], [-0.117, -1.317, 0.020], [-0.257, -0.224, 0.348], [-1.211, 1.082, -1.145], [1.116, 0.485, 1.612], [-0.696, 0.918, -0.109]]}



{"formula": "C4H4Cl4O", "method": "wB97M-V/def2-TZVPD", "smiles": "O[C@H]1CC(Cl)(Cl)C1(Cl)Cl", "total_charge": 0, "lumo_energy_ev": 0.308, "max_force_ev_per_a": 3.72, "multiplicity": 1, "species": ["O", "C", "C", "C", "Cl", "Cl", "C", "Cl", "Cl", "H", "H", "H", "H"], "positions_angstrom": [[-1.608, 1.433, -0.287], [-0.840, 0.538, 0.402], [-0.688, -0.958, -0.248], [0.822, -0.763, -0.127], [1.711, -1.154, -1.588], [1.567, -1.809, 1.102], [0.713, 0.650, 0.280], [1.399, 1.665, -0.974], [1.604, 0.991, 1.819], [-1.087, 1.450, -1.179], [-1.109, 0.555, 1.515], [-1.143, -1.711, 0.401], [-1.339, -0.886, -1.116]], "atomic_forces_ev_per_a": [[1.582, 0.068, -2.661], [0.359, -1.357, 2.018], [-1.776, 1.962, 2.272], [0.170, -3.561, -1.050], [0.232, -0.198, -0.821], [-0.428, -0.552, 0.256], [1.144, 1.831, 1.305], [-0.624, 1.041, -0.017], [-0.600, 0.683, -0.435], [-1.800, 0.610, 1.763], [0.215, -0.084, -1.632], [0.471, -0.062, -0.119], [1.054, -0.381, -0.877]]}



{"formula": "C4H4ClF3N2O2", "method": "wB97M-V/def2-TZVPD", "total_charge": 0, "lumo_energy_ev": 0.367, "max_force_ev_per_a": 4.89, "multiplicity": 1, "species": ["C", "C", "C", "C", "N", "N", "O", "O", "F", "F", "F", "Cl", "H", "H", "H", "H"], "positions_angstrom": [[0.780, -1.448, -0.947], [1.297, -0.063, -0.573], [-0.078, 0.618, -0.257], [-0.664, 0.533, 1.815], [-0.585, -1.345, -1.260], [-1.003, -0.074, -0.951], [1.365, -2.454, -1.165], [-0.147, 1.974, -0.525], [0.099, 1.442, 2.383], [-1.977, 0.878, 1.797], [-0.645, -0.593, 2.607], [2.306, -0.155, 0.888], [1.849, 0.198, -1.568], [-1.127, -2.183, -1.458], [-2.027, 0.197, -0.751], [0.557, 2.476, -0.035]], "atomic_forces_ev_per_a": [[-2.209, -0.373, -1.086], [-0.713, -0.918, -0.079], [1.204, 1.125, 1.774], [0.486, -1.548, -2.353], [2.284, -0.812, 0.713], [-4.377, 2.121, -0.502], [1.506, -1.234, 0.242], [0.522, 0.178, 0.942], [-0.287, 0.763, 0.702], [0.658, 0.493, -0.111], [0.421, 0.790, -0.932], [0.251, 0.200, -0.777], [-0.888, 0.516, 2.101], [-0.205, 0.788, 0.268], [2.272, -1.192, -0.478], [-0.926, -0.895, -0.424]]}



{"formula": "C4H4ClFNO3", "method": "wB97M-V/def2-TZVPD", "smiles": "N[C@@](F)(CC(=O)Cl)C(=O)[O-]", "total_charge": -1, "lumo_energy_ev": 3.121, "max_force_ev_per_a": 3.11, "multiplicity": 1, "species": ["N", "C", "F", "C", "C", "O", "Cl", "C", "O", "O", "H", "H", "H", "H"], "positions_angstrom": [[0.927, -0.618, 1.172], [-0.383, -0.456, 0.573], [-1.310, -0.307, 1.652], [-0.572, 0.823, -0.339], [0.737, 1.577, -0.709], [1.504, 2.049, 0.063], [1.126, 1.809, -2.492], [-0.726, -1.811, -0.225], [-0.202, -2.851, 0.196], [-1.531, -1.775, -1.241], [1.101, 0.037, 1.931], [1.679, -0.645, 0.489], [-1.136, 0.603, -1.287], [-1.214, 1.564, 0.217]], "atomic_forces_ev_per_a": [[-0.726, 0.237, 0.405], [0.472, -0.320, -0.342], [0.776, -0.068, -0.867], [-0.588, 0.835, -1.040], [-0.470, -0.161, 0.977], [-0.273, -0.137, -0.365], [-0.409, -0.272, 0.398], [-1.715, -1.424, -2.170], [0.292, 0.746, 0.499], [1.398, 1.379, 2.028], [0.035, 0.101, -0.553], [-0.267, -0.053, 0.282], [0.621, -0.298, 1.079], [0.853, -0.568, -0.330]]}



{"formula": "C4H4ClN3O2", "method": "wB97M-V/def2-TZVPD", "smiles": "CN(/C=N\\C(Cl)=C=O)N=O", "total_charge": 0, "lumo_energy_ev": [-0.227, -0.226], "max_force_ev_per_a": 5.20, "multiplicity": 1, "species": ["C", "N", "C", "N", "C", "Cl", "C", "O", "N", "O", "H", "H", "H", "H"], "positions_angstrom": [[-0.598, 0.294, 0.148], [0.840, 0.528, 0.185], [1.672, -0.626, 0.263], [2.932, -0.801, 0.054], [4.090, -0.183, -0.001], [5.461, -1.311, 0.028], [4.647, 1.012, -0.135], [5.133, 2.049, -0.110], [1.561, 1.667, -0.185], [0.922, 2.685, -0.223], [-1.081, 1.210, -0.074], [-0.590, -0.490, -0.687], [-1.048, -0.122, 1.033], [1.098, -1.430, 0.337]], "atomic_forces_ev_per_a": [[1.202, -1.492, -1.857], [2.785, 0.496, 0.552], [3.373, 3.638, -1.569], [-3.250, -0.093, 1.017], [1.278, -0.347, -0.375], [0.601, -0.250, -0.016], [-1.440, 0.152, 0.528], [0.495, 0.641, -0.313], [-1.463, -0.294, 0.805], [0.136, -0.526, -0.211], [-0.523, 0.752, -0.612], [-1.279, 1.177, 0.960], [0.323, -0.133, 0.568], [-2.239, -3.721, 0.523]]}